{
  "formula": "C4H5N3",
  "method": "ωB97M-V/def2-TZVPD",
  "symbols": ["C", "N", "N", "C", "N", "C", "C", "H", "H", "H", "H", "H"],
  "xyz": [[0.925, 1.192, -0.104], [1.736, 0.255, 0.208], [1.154, -1.040, 0.301], [-0.011, -1.239, -0.362], [-1.046, -0.325, -0.727], [-1.613, -0.031, 0.602], [-0.803, 1.077, -0.053], [1.580, 2.271, -0.352], [-0.080, -2.288, -0.427], [-1.338, -0.419, 1.588], [-2.812, 0.307, 0.790], [-1.242, 1.902, -0.568]],
  "forces_ev_per_angstrom": [[0.03, 2.80, 1.31], [-1.98, 0.41, -0.89], [-2.57, -0.19, -2.28], [4.18, 1.57, 2.69], [-0.24, -0.29, 1.05], [-3.09, 3.80, 1.48], [4.32, -2.52, -0.88], [-2.69, -2.96, 0.68], [-1.33, -1.08, -0.61], [0.71, -0.55, -0.88], [3.19, -1.17, -1.43], [-0.51, 0.16, -0.25]],
  "spin_multiplicity": 1
}



{
  "formula": "C4H5N3",
  "method": "ωB97M-V/def2-TZVPD",
  "symbols": ["C", "N", "C", "C", "N", "C", "N", "H", "H", "H", "H", "H"],
  "xyz": [[-1.665, -0.046, -0.006], [-0.423, 0.691, 0.265], [0.767, -0.127, 0.370], [1.011, -0.951, -0.845], [1.073, -1.561, -1.826], [1.950, 0.707, 0.667], [2.893, 1.336, 0.892], [-1.524, -1.114, 0.186], [-1.998, 0.047, -1.049], [-2.465, 0.320, 0.647], [-0.277, 1.408, -0.436], [0.654, -0.813, 1.220]],
  "forces_ev_per_angstrom": [[-0.16, -0.12, -0.01], [0.00, 0.16, -0.12], [-0.04, -0.02, 0.09], [0.08, -0.61, -1.03], [-0.02, 0.61, 1.06], [0.86, 0.50, 0.10], [-0.98, -0.59, -0.20], [-0.05, 0.15, 0.04], [0.17, -0.02, 0.21], [0.18, -0.08, -0.13], [0.02, 0.00, 0.13], [-0.05, 0.02, -0.14]],
  "spin_multiplicity": 1
}



{
  "formula": "C4H5N3O",
  "method": "ωB97M-V/def2-TZVPD",
  "symbols": ["C", "N", "N", "N", "C", "C", "C", "O", "H", "H", "H", "H", "H"],
  "xyz": [[-2.423, 0.134, -0.078], [-1.212, 0.870, -0.509], [-0.112, 0.394, -0.114], [0.145, -1.011, -0.070], [1.548, -1.109, -0.116], [2.106, 0.118, -0.340], [1.014, 1.208, -0.117], [0.911, 2.431, 0.131], [-2.914, -0.974, 0.406], [-3.312, 0.938, 0.057], [-0.581, -1.244, 0.605], [1.740, -2.277, 0.182], [3.090, 0.522, -0.036]],
  "forces_ev_per_angstrom": [[0.17, 3.42, -0.13], [-9.42, -2.69, 3.37], [2.74, -1.63, -1.00], [-0.52, 2.96, -0.84], [-1.54, -2.37, 1.82], [0.32, 1.92, 2.36], [0.46, 0.37, 0.30], [1.25, -3.46, -1.21], [2.76, 2.92, -1.59], [2.13, -2.06, -1.29], [0.99, -1.62, 0.36], [0.85, 3.38, -1.12], [-0.20, -1.13, -1.05]],
  "spin_multiplicity": 1
}



{
  "formula": "C4H5N3O",
  "method": "ωB97M-V/def2-TZVPD",
  "symbols": ["C", "C", "C", "C", "H", "H", "H", "H", "H", "N", "N", "N", "O"],
  "xyz": [[0.231, 0.045, 1.437], [-0.741, -0.974, 1.050], [-0.665, -0.533, -0.423], [0.327, 0.392, -0.128], [2.118, 0.092, 1.895], [1.505, -1.657, 1.625], [0.010, 0.827, 2.034], [-0.071, -1.966, 1.668], [-1.729, -0.918, 1.524], [1.356, -0.602, 2.118], [-1.169, -0.225, -1.665], [0.727, 1.177, -0.994], [-0.393, 0.948, -2.072]],
  "forces_ev_per_angstrom": [[3.58, -1.69, -2.34], [-1.11, -4.00, 2.12], [-1.69, 0.96, -3.37], [0.90, -0.73, 3.37], [-0.12, -1.76, 0.64], [0.28, 4.13, 1.44], [-1.42, 2.84, 1.55], [-3.08, 1.80, -2.84], [0.18, -0.21, -0.31], [1.35, -1.26, -2.14], [1.92, 0.96, 2.70], [-1.80, 2.08, -3.01], [1.01, -3.12, 2.19]],
  "spin_multiplicity": 1
}



{
  "formula": "C4H5N3O",
  "method": "ωB97M-V/def2-TZVPD",
  "symbols": ["C", "C", "N", "N", "C", "C", "N", "O", "H", "H", "H", "H", "H"],
  "xyz": [[-2.277, -0.004, 0.104], [-0.823, 0.337, -0.099], [-0.239, 1.334, 0.118], [1.089, 1.615, -0.445], [1.931, 0.632, -0.080], [1.797, -0.675, 0.325], [0.865, -1.450, -0.098], [-0.224, -0.844, -0.821], [-2.778, 0.879, 0.340], [-2.565, -0.685, -0.867], [-2.108, -0.591, 1.118], [2.936, 0.798, -0.481], [2.396, -1.346, 0.885]],
  "forces_ev_per_angstrom": [[2.54, -3.56, 0.27], [-2.75, -6.67, -3.14], [4.18, 6.38, 0.52], [0.28, -4.35, 2.72], [0.37, 5.83, -3.10], [-3.20, -3.28, 0.31], [-1.71, 0.39, -0.34], [0.96, 0.88, 1.10], [-1.34, 1.21, -0.09], [0.24, 1.83, 2.91], [-1.30, 0.43, -2.11], [0.06, 0.50, 0.38], [1.67, 0.42, 0.57]],
  "spin_multiplicity": 1
}



{
  "formula": "C4H5N3O",
  "method": "ωB97M-V/def2-TZVPD",
  "symbols": ["N", "C", "C", "N", "C", "O", "C", "N", "H", "H", "H", "H", "H"],
  "xyz": [[-0.165, -2.675, 0.319], [0.260, -1.596, 0.260], [0.713, -0.317, 0.188], [1.152, -0.027, -1.157], [-0.410, 0.804, 0.432], [-0.998, 0.759, 1.800], [-1.409, 0.534, -0.588], [-2.266, 0.436, -1.360], [1.557, -0.219, 0.870], [2.071, 0.546, -1.119], [1.239, -0.785, -1.789], [0.162, 1.802, 0.421], [-1.907, 0.738, 1.723]],
  "forces_ev_per_angstrom": [[0.69, 1.49, -0.14], [-2.60, -5.59, 0.79], [1.07, 4.21, -0.33], [2.76, 2.76, -0.02], [1.23, -0.13, 2.78], [3.88, -0.12, -1.64], [-1.38, 1.13, -1.08], [0.98, -0.16, 0.92], [-0.26, 0.30, 0.46], [-2.20, -1.51, -0.40], [0.10, -0.79, -0.30], [-1.21, -1.44, -0.76], [-3.07, -0.15, -0.27]],
  "spin_multiplicity": 1
}



{
  "formula": "C4H5N3O",
  "method": "ωB97M-V/def2-TZVPD",
  "symbols": ["H", "N", "C", "N", "C", "C", "O", "C", "N", "H", "H", "H", "H"],
  "xyz": [[3.619, 0.357, 0.067], [3.082, 0.614, 0.937], [1.822, 0.258, 0.925], [0.938, -0.408, -0.134], [-0.417, -0.174, -0.093], [-1.154, -0.187, -1.282], [-2.498, -0.067, -0.931], [-2.412, 0.048, 0.377], [-1.245, -0.072, 1.010], [1.211, 0.661, 1.705], [1.377, -0.652, -1.122], [-0.975, -0.340, -2.347], [-3.347, -0.038, 0.887]],
  "forces_ev_per_angstrom": [[-0.84, 0.04, 0.98], [-2.36, -1.55, -1.29], [1.14, 0.46, -2.86], [4.34, 0.64, 0.63], [-0.82, -0.65, -3.14], [0.13, 0.05, 0.70], [1.80, 0.14, 0.42], [-0.33, -1.03, 2.46], [-1.13, 0.63, -2.53], [-0.46, -0.33, 0.61], [-1.30, 0.91, 3.10], [0.22, 0.20, 0.63], [-0.40, 0.50, 0.30]],
  "spin_multiplicity": 1
}



{
  "formula": "C4H5N3O",
  "method": "ωB97M-V/def2-TZVPD",
  "symbols": ["C", "N", "C", "C", "N", "O", "C", "N", "H", "H", "H", "H", "H"],
  "xyz": [[-1.900, -1.386, 0.398], [-0.878, -0.821, -0.716], [0.099, -0.172, -0.513], [0.988, 0.522, -1.504], [1.854, 1.419, -1.059], [2.223, 1.531, 0.128], [1.396, 1.037, 0.994], [0.360, 0.307, 0.809], [-1.224, -2.353, 0.576], [-1.978, -0.660, 1.358], [-3.058, -1.311, 0.027], [0.576, 0.498, -2.447], [1.540, 1.389, 1.947]],
  "forces_ev_per_angstrom": [[1.50, 2.06, 0.04], [-6.75, -4.01, -1.25], [4.01, 3.73, 2.74], [0.54, 1.11, 4.85], [-1.82, -1.72, -9.31], [1.98, 0.70, 3.51], [-3.48, -2.23, 1.15], [1.61, 0.49, 0.23], [-2.79, 1.58, 0.13], [0.85, -1.86, -2.06], [3.31, -1.15, 0.26], [0.19, 0.48, -2.50], [0.85, 0.82, 2.21]],
  "spin_multiplicity": 1
}



{
  "formula": "C4H5N3O",
  "method": "ωB97M-V/def2-TZVPD",
  "symbols": ["C", "C", "C", "C", "H", "H", "H", "H", "H", "N", "N", "N", "O"],
  "xyz": [[1.884, 0.569, -0.028], [2.518, -0.654, -0.122], [-0.374, -0.597, 0.021], [-1.798, -0.289, -0.070], [-0.821, 1.982, 0.900], [2.072, 1.592, -0.439], [1.879, -1.593, 0.084], [3.483, -0.932, -0.786], [-0.943, -2.288, 0.258], [0.385, 0.638, 0.431], [-0.014, -1.743, 0.120], [-2.904, -0.102, -0.226], [-0.165, 1.940, -0.138]],
  "forces_ev_per_angstrom": [[-1.49, -1.53, -0.60], [-0.41, 0.03, -1.76], [-1.59, 7.02, 1.34], [1.77, 0.29, -0.24], [2.69, 0.81, -5.16], [0.59, -1.20, 0.61], [1.61, 1.90, 0.09], [-2.05, 1.48, 2.02], [2.30, 0.35, -0.90], [2.36, -1.41, -2.63], [-1.00, -5.45, 1.06], [-2.09, 0.29, -0.12], [-2.69, -2.59, 6.29]],
  "spin_multiplicity": 1
}



{
  "formula": "C4H5N3O2",
  "method": "ωB97M-V/def2-TZVPD",
  "symbols": ["O", "C", "N", "C", "N", "C", "C", "N", "O", "H", "H", "H", "H", "H"],
  "xyz": [[2.749, 0.519, -0.004], [2.367, -0.670, 0.018], [1.117, -1.166, -0.043], [0.147, -0.244, 0.001], [0.171, 1.116, -0.016], [-1.136, 1.611, -0.030], [-1.959, 0.505, -0.008], [-1.123, -0.605, -0.010], [-1.528, -1.915, -0.003], [3.113, -1.487, 0.001], [1.038, 1.641, -0.024], [-1.299, 2.682, 0.058], [-3.025, 0.328, 0.068], [-0.632, -2.314, -0.009]],
  "forces_ev_per_angstrom": [[-0.73, -1.18, 0.26], [1.19, 0.44, -0.66], [-0.61, 0.61, 0.46], [1.63, 0.17, -0.46], [-0.86, 0.00, 0.00], [-0.06, -1.15, 0.40], [0.19, 0.34, 0.05], [-1.38, 1.19, 0.13], [0.60, 0.41, -0.02], [-0.01, 0.30, 0.17], [0.10, -0.37, -0.01], [-0.26, -0.55, -0.18], [0.28, 0.42, -0.13], [-0.06, -0.64, -0.01]],
  "spin_multiplicity": 1
}



{
  "formula": "C4H5N3O2",
  "method": "ωB97M-V/def2-TZVPD",
  "symbols": ["O", "C", "N", "C", "N", "O", "C", "C", "N", "H", "H", "H", "H", "H"],
  "xyz": [[-2.519, -1.755, 0.090], [-1.593, -0.901, 0.119], [-0.303, -1.184, -0.023], [0.573, -0.320, -0.180], [1.847, -0.656, -0.548], [2.493, -0.625, 0.740], [0.343, 1.084, -0.101], [-0.965, 1.465, 0.126], [-1.942, 0.483, 0.164], [1.695, -1.621, -0.875], [3.453, -0.823, 0.466], [1.128, 1.757, -0.405], [-1.318, 2.484, 0.042], [-2.893, 0.609, 0.385]],
  "forces_ev_per_angstrom": [[2.26, 2.27, 0.46], [-4.26, -0.90, -0.50], [-0.54, -3.52, -0.06], [-0.09, 4.38, -0.35], [0.74, -1.26, -0.49], [3.05, -1.09, -1.05], [-1.79, 0.61, 0.30], [0.31, -1.12, -1.08], [2.56, -0.80, 0.42], [0.88, -0.16, 0.60], [-1.98, 0.67, 0.94], [-0.07, 0.22, 0.36], [0.05, 0.03, 0.34], [-1.11, 0.67, 0.12]],
  "spin_multiplicity": 1
}



{
  "formula": "C4H5N3O2",
  "method": "ωB97M-V/def2-TZVPD",
  "symbols": ["C", "C", "C", "C", "N", "N", "N", "O", "O", "H", "H", "H", "H", "H"],
  "xyz": [[0.886, -1.198, -0.161], [-1.404, -1.399, 0.008], [1.005, 0.198, -0.114], [-0.069, 1.049, -0.077], [-0.198, -1.944, -0.108], [-1.582, -0.124, -0.036], [2.287, 0.800, -0.123], [-0.491, 2.158, -0.084], [-2.729, 0.591, 0.130], [1.816, -1.757, -0.227], [-2.248, -2.072, 0.127], [2.917, 0.369, 0.541], [2.235, 1.800, 0.024], [-2.425, 1.528, 0.100]],
  "forces_ev_per_angstrom": [[-0.56, 0.25, -0.01], [-1.30, 0.10, 0.09], [0.26, -0.16, 0.07], [-3.07, -1.45, 0.03], [0.66, -0.51, 0.01], [3.07, 2.52, -0.10], [0.31, 0.12, -0.12], [0.46, -0.02, 0.08], [-0.07, -0.61, -0.01], [0.06, 0.10, -0.04], [-0.09, 0.08, 0.02], [-0.04, 0.19, 0.04], [0.17, -0.14, 0.02], [0.14, -0.47, -0.06]],
  "spin_multiplicity": 1
}



Ordered HOMO results: -9.103 -10.429 -8.557 -10.213 -9.796 -10.543 -8.429 -9.174 -9.539 -8.557 -9.118 -8.233; unit eV.
Ordered ΔE to the lowest compared entry with this formula, charge and spin results: 148.7 45.5 178.0 191.4 149.9 67.8 64.4 142.8 169.3 72.5 85.4 100.2; unit kcal/mol.